Record 1
7
Properties=species:S:1:pos:R:3:forces:R:3 method="wB97M-V/def2-TZVPD" homo_energy_ev="-9.450 / -9.461" homo_lumo_gap_ev="8.341 / 8.360" smiles="NC(=O)N=O"
N 0.343 -0.298 0.329 -1.825 -0.824 -0.779
C -0.449 -1.349 0.112 -0.291 -2.399 -2.177
O 0.025 -2.439 -0.148 -1.264 0.581 0.427
N -1.975 -1.063 0.225 -1.723 0.099 -0.559
O -2.792 -1.439 -0.608 3.346 0.463 1.629
H -0.018 0.496 0.738 -0.440 1.970 1.033
H 1.243 -0.636 0.446 2.197 0.110 0.427

=====

Record 2
7
Properties=species:S:1:pos:R:3:forces:R:3 method="wB97M-V/def2-TZVPD" homo_energy_ev="-9.718 / -10.143" homo_lumo_gap_ev="8.644 / 9.613"
C -0.121 0.812 0.131 2.235 2.260 -0.973
N -1.245 0.306 0.195 -1.662 -0.273 -0.710
N 1.137 -1.167 0.124 0.412 -1.243 -0.637
O 1.077 0.106 0.455 -0.959 2.022 0.767
O -1.777 -0.782 0.241 0.145 -0.583 0.563
H -0.038 1.887 -0.256 0.251 -1.811 1.127
H 0.967 -1.162 -0.890 -0.422 -0.372 -0.137

=====

Record 3
7
Properties=species:S:1:pos:R:3:forces:R:3 method="wB97M-V/def2-TZVPD" homo_energy_ev="-10.010 / -10.010" homo_lumo_gap_ev="9.105 / 9.104"
C 0.614 0.113 0.989 1.126 0.072 -1.023
N 0.220 -0.008 -1.432 2.516 0.403 1.050
N -0.164 -0.004 -0.220 -3.993 -0.527 3.953
O 1.818 0.258 1.073 -2.500 -0.283 -0.117
O -0.608 -0.150 -2.232 -2.396 -0.473 -3.121
H -0.163 0.033 1.769 0.747 0.115 0.451
H -1.716 -0.241 0.052 4.499 0.694 -1.193

=====

Record 4
8
Properties=species:S:1:pos:R:3:forces:R:3 method="wB97M-V/def2-TZVPD" homo_energy_ev="-8.093 / -8.092" homo_lumo_gap_ev="7.671 / 7.670"
C -0.555 -0.761 0.360 -0.435 0.203 2.248
N -0.218 0.758 2.098 -1.214 3.318 1.674
N -0.145 -0.134 1.285 -0.002 -2.504 -3.160
O -0.665 -1.222 -0.811 0.716 0.409 -1.567
O 1.547 0.146 -1.634 0.713 -0.085 0.693
S 0.278 -0.339 -2.117 -1.240 1.022 -0.949
H 0.265 0.639 2.953 1.108 -0.670 0.695
H -0.507 0.912 -2.134 0.353 -1.694 0.366

=====

Record 5
8
Properties=species:S:1:pos:R:3:forces:R:3 method="wB97M-V/def2-TZVPD" homo_energy_ev=-9.877 homo_lumo_gap_ev=10.462 smiles="O=C=O.N#N.S"
O -2.312 -1.904 -1.149 0.136 -1.956 -3.031
C -2.330 -1.206 -0.260 -0.075 -0.629 -0.162
O -2.367 -0.570 0.668 -0.106 2.338 3.223
N -1.057 2.983 0.723 -0.404 -0.635 -0.126
N -1.659 2.097 0.498 0.466 0.878 0.093
S 2.785 -0.374 -0.541 -0.154 0.291 0.317
H 3.082 0.139 0.683 0.052 -0.333 -0.506
H 3.858 -1.166 -0.621 0.085 0.046 0.192

=====

Record 6
8
Properties=species:S:1:pos:R:3:forces:R:3 method="wB97M-V/def2-TZVPD" homo_energy_ev="-9.652 / -9.652" homo_lumo_gap_ev="9.561 / 9.560"
C 0.649 0.357 0.477 0.397 1.708 2.032
N 1.033 0.015 -0.768 0.809 -0.314 -1.630
N 0.529 -0.188 -1.757 1.074 -0.667 -0.522
O -1.723 -1.196 1.023 0.456 -0.207 0.242
O -1.275 -0.222 -1.196 -0.992 0.530 -0.001
S -1.429 0.008 0.275 -0.469 0.310 0.232
H 1.155 -0.158 1.278 -0.176 -1.048 0.068
H 1.061 1.383 0.668 -1.099 -0.311 -0.420

=====

Record 7
8
Properties=species:S:1:pos:R:3:forces:R:3 method="wB97M-V/def2-TZVPD" homo_energy_ev="-8.219 / -8.220" homo_lumo_gap_ev="8.544 / 8.545"
C -0.781 0.079 -0.180 4.948 -0.933 -0.512
N 1.646 0.908 0.829 -0.015 0.317 0.299
N 0.939 1.314 -0.050 -1.415 -1.054 0.191
O -1.693 -2.251 -1.298 1.356 0.497 0.293
O -0.668 -0.970 0.682 -0.361 0.645 1.278
S -0.463 -1.580 -0.854 -1.980 0.783 -0.810
H -1.420 0.905 -0.211 -1.591 0.518 0.032
H 2.439 1.596 1.082 -0.941 -0.774 -0.771

=====

Record 8
8
Properties=species:S:1:pos:R:3:forces:R:3 method="wB97M-V/def2-TZVPD" homo_energy_ev=-9.072 homo_lumo_gap_ev=7.838
C -0.806 0.890 0.050 1.782 3.360 -0.747
N -1.343 -0.207 0.261 -1.205 -2.860 0.708
N -1.767 -1.217 0.538 -0.405 -0.289 -0.187
O 1.749 -0.176 0.868 -0.119 -1.199 -1.689
O 1.658 -0.731 -1.585 0.034 0.250 0.337
S 1.385 -1.077 -0.222 0.733 0.574 1.507
H -0.188 1.016 -0.857 -0.814 0.113 0.610
H -0.688 1.501 0.947 -0.006 0.051 -0.539

=====

Record 9
8
Properties=species:S:1:pos:R:3:forces:R:3 method="wB97M-V/def2-TZVPD" homo_energy_ev=-8.384 homo_lumo_gap_ev=7.172 smiles="O=[SiH]NC#[N+][O-]"
O -1.056 -1.782 1.265 -0.502 -1.174 0.714
Si -0.209 -1.391 0.108 1.318 5.808 -2.025
N -0.309 0.791 -0.002 0.199 0.231 0.739
C 0.118 2.089 -0.419 -0.608 -4.752 0.212
N 0.666 2.864 -1.072 0.075 1.014 0.385
O 1.156 3.882 -1.487 0.634 0.724 -0.970
H 0.722 -1.539 -1.091 -0.724 -0.653 0.876
H -0.731 1.105 0.873 -0.393 -1.198 0.068

=====

Record 10
8
Properties=species:S:1:pos:R:3:forces:R:3 method="wB97M-V/def2-TZVPD" homo_energy_ev=-10.216 homo_lumo_gap_ev=10.486 smiles="O=[NH+][O-].C#[N+][O-]"
O 3.357 0.244 0.355 0.384 -0.057 -0.269
N 2.420 -0.467 0.114 -1.529 -1.431 3.104
O 1.653 -0.417 -0.810 0.186 -0.193 -0.344
H 2.122 -1.202 0.985 0.878 1.717 -2.493
C -1.378 1.080 -0.854 0.175 -0.752 0.645
N -1.211 0.503 0.125 0.423 1.701 -0.590
O -0.856 0.217 1.207 0.403 -1.609 2.140
H -1.787 1.365 -1.733 -0.920 0.624 -2.192

=====

Record 11
9
Properties=species:S:1:pos:R:3:forces:R:3 method="wB97M-V/def2-TZVPD" homo_energy_ev=-10.103 homo_lumo_gap_ev=9.793 smiles="N=S(=O)=O.N=C=O"
N 0.131 1.062 -2.609 -2.802 1.758 -0.520
S -1.219 1.214 -1.908 2.389 0.315 -1.493
O -2.294 0.339 -2.102 -1.467 -1.467 -0.398
O -1.377 2.241 -0.928 0.888 0.022 -0.336
H 0.283 0.372 -3.342 -0.759 -0.104 0.250
N 1.209 0.691 -0.710 0.037 0.800 2.154
C 1.855 -0.291 -0.698 -0.171 1.813 0.185
O 2.442 -1.275 -0.716 1.251 -2.509 -0.045
H 1.071 1.684 -0.776 0.634 -0.626 0.204

=====

Record 12
10
Properties=species:S:1:pos:R:3:forces:R:3 method="wB97M-V/def2-TZVPD" homo_energy_ev="0.657 / 0.659" homo_lumo_gap_ev="4.881 / 4.880" total_charge=-2
C 3.071 0.132 -0.060 2.320 -4.314 2.199
N 1.328 -1.107 -1.252 1.796 1.290 1.012
N -0.041 -0.331 0.964 0.486 -1.166 -1.015
O 3.808 -0.613 0.609 -3.015 2.535 -2.775
O -0.462 -2.553 -0.382 -0.534 0.023 0.218
O 1.500 -2.369 1.015 -0.172 0.242 0.109
S 2.977 1.711 -0.421 -0.415 1.003 -0.451
S 0.678 -1.697 -0.017 -0.301 -0.100 -0.582
H 0.277 -0.795 1.822 0.132 1.445 0.241
H 0.523 0.479 0.621 -0.297 -0.957 1.045

=====

Record 13
8
Properties=species:S:1:pos:R:3:forces:R:3 method="wB97M-V/def2-TZVPD" homo_energy_ev=-9.665 homo_lumo_gap_ev=9.029
C -0.627 -0.457 1.712 1.271 -0.407 0.259
N 0.873 0.141 -1.097 0.476 1.168 0.618
N 0.415 -1.044 1.672 -0.469 0.044 0.135
O -0.539 1.746 -2.410 -0.012 0.576 0.115
S -1.840 0.480 1.958 -0.846 0.435 -0.088
S 0.417 1.568 -1.337 -0.169 -1.769 -0.509
H 0.510 -0.618 -1.659 -0.294 0.057 -0.363
H 0.790 -1.816 1.162 0.043 -0.104 -0.166

=====

Record 14
7
Properties=species:S:1:pos:R:3:forces:R:3 method="wB97M-V/def2-TZVPD" homo_energy_ev="-8.548 / -8.547" homo_lumo_gap_ev="7.668 / 7.667" smiles="[H]/P=N/C=P#N"
H 1.206 -1.860 -0.957 -1.273 0.130 1.309
P 0.244 -1.822 0.246 0.400 0.193 -1.761
N 0.210 -0.217 0.403 0.658 -0.126 0.867
C -0.545 0.681 0.737 -0.701 0.511 -0.110
P -2.563 0.265 0.145 -0.039 0.871 0.283
N -2.446 -1.146 -0.328 0.480 -1.405 -0.334
H -0.412 1.508 1.440 0.476 -0.175 -0.255

=====

Record 15
7
Properties=species:S:1:pos:R:3:forces:R:3 method="wB97M-V/def2-TZVPD" homo_energy_ev=-9.680 homo_lumo_gap_ev=8.822 smiles="C1=[PH]=PN=N1"
C 0.674 -0.525 -0.341 0.390 1.040 -0.123
P 0.328 1.278 -0.343 -0.113 -0.405 -0.307
P -1.696 0.756 0.334 -0.253 0.784 0.083
N -1.545 -0.799 0.172 1.298 -0.982 -0.382
N -0.259 -1.358 -0.168 -1.550 -0.433 0.377
H 1.661 -0.898 -0.581 0.050 -0.130 -0.028
H 0.839 1.547 0.928 0.179 0.126 0.381

=====

Record 16
7
Properties=species:S:1:pos:R:3:forces:R:3 method="wB97M-V/def2-TZVPD" homo_energy_ev=-9.524 homo_lumo_gap_ev=7.261
C 1.407 1.090 1.124 0.529 0.520 0.121
N 1.935 2.094 1.318 0.344 0.688 0.313
N 0.802 -0.002 0.770 -3.940 -0.196 -0.262
S 1.321 -1.511 1.138 0.289 -0.880 0.196
S -1.376 0.260 1.274 2.410 -0.561 -0.615
H 0.778 -2.084 0.040 0.268 0.043 0.113
H -1.208 1.492 1.739 0.100 0.386 0.134

=====

Record 17
9
Properties=species:S:1:pos:R:3:forces:R:3 method="wB97M-V/def2-TZVPD" homo_energy_ev=-3.424 homo_lumo_gap_ev=7.789 total_charge=-1
C -1.636 0.281 -0.403 -0.870 0.717 1.010
N 2.118 -0.315 -0.210 0.697 -0.538 0.555
N -0.250 -1.462 -0.024 2.351 1.544 -0.108
N 1.013 -0.133 0.335 -2.623 -0.212 0.757
O 0.567 0.810 1.085 1.802 -1.644 -1.358
O -2.517 1.102 -0.247 0.617 -1.249 0.006
O -1.367 -0.792 0.384 -1.392 0.547 0.639
H -0.848 0.292 -1.116 0.634 0.366 -1.411
H 2.921 0.217 0.196 -1.217 0.470 -0.089

=====

Record 18
9
Properties=species:S:1:pos:R:3:forces:R:3 method="wB97M-V/def2-TZVPD" homo_energy_ev="-2.688 / -4.558" homo_lumo_gap_ev="6.864 / 8.361" multiplicity=3 total_charge=-1
C -2.352 0.159 2.420 -2.189 -0.923 -0.183
N -1.186 -0.648 0.442 -3.276 0.540 1.042
N 0.003 -0.546 0.034 3.549 -1.072 -2.436
N -1.364 0.817 1.502 2.410 -1.297 -2.817
O -3.441 -0.048 1.868 0.549 0.693 0.281
O -1.876 -0.156 3.482 0.706 -0.068 1.592
O -0.216 1.232 1.736 -1.079 0.343 0.594
H 0.398 -1.127 -0.772 -1.172 1.324 1.742
H 0.563 0.182 0.465 0.502 0.460 0.184

=====

Record 19
13
Properties=species:S:1:pos:R:3:forces:R:3 method="wB97M-V/def2-TZVPD" homo_energy_ev=-0.911 homo_lumo_gap_ev=7.043 total_charge=-2
C -1.828 1.579 0.568 3.065 1.209 2.068
N -1.002 2.251 1.132 -1.462 0.606 -0.027
N 0.361 -0.149 0.094 0.016 0.152 -0.062
N 1.461 0.240 0.560 0.382 1.039 1.965
O 0.726 -2.824 -0.103 -0.218 -1.456 1.060
O -1.211 -1.514 -1.072 -0.076 -0.450 -0.933
O -2.708 0.993 0.114 -2.244 -1.025 -1.427
O 1.486 1.413 1.172 0.150 -0.330 -0.220
O 2.504 -0.430 0.606 0.352 -0.001 -0.386
O 1.223 -1.264 -2.060 -0.668 -0.087 -0.329
P 0.433 -1.588 -0.825 0.046 1.409 -1.235
H -1.420 -0.745 -1.629 0.270 -0.356 0.464
H -0.025 2.040 1.442 0.385 -0.712 -0.937

=====

Record 20
8
Properties=species:S:1:pos:R:3:forces:R:3 method="wB97M-V/def2-TZVPD" homo_energy_ev=-10.297 homo_lumo_gap_ev=10.291 smiles="O=Cn1nn[nH]1"
O 1.427 -0.254 0.113 1.104 -1.061 -0.175
C 0.660 0.632 -0.119 1.449 2.575 2.440
N -0.577 0.400 -0.529 -3.533 0.491 -0.549
N -2.148 0.819 0.107 2.324 0.256 -0.543
N -2.281 -0.407 0.207 -0.431 -0.183 -0.263
N -1.156 -0.855 -0.252 -1.488 -1.197 0.682
H 0.906 1.731 0.200 -0.626 -1.456 -1.169
H -0.999 -1.859 -0.180 1.200 0.574 -0.424

=====

Calculated molar mass, 74.039 74.039 74.039 106.106 106.106 106.106 106.106 106.106 102.125 90.038 122.105 154.172 122.174 103.989 103.989 106.175 104.045 104.045 183.016 86.054 g mol⁻¹ (same order as the records).